1.
{
  "formula": "C15H48F6N12O9P",
  "method": "ωB97M-V with the def2-TZVPD basis set",
  "elements": ["P", "F", "F", "F", "F", "F", "F", "C", "O", "N", "N", "H", "H", "H", "H", "C", "O", "N", "N", "H", "H", "H", "H", "C", "O", "N", "N", "H", "H", "H", "H", "C", "O", "N", "N", "H", "H", "H", "H", "C", "O", "N", "N", "H", "H", "H", "H", "C", "O", "N", "N", "H", "H", "H", "H", "C", "C", "C", "O", "H", "H", "H", "H", "H", "H", "H", "H", "C", "C", "C", "O", "H", "H", "H", "H", "H", "H", "H", "H", "C", "C", "C", "O", "H", "H", "H", "H", "H", "H", "H", "H"],
  "coordinates": [[-0.62290, -0.39767, -0.52961], [0.41730, 0.75515, -1.06777], [-1.65027, 0.76295, -0.04766], [-1.39175, -0.55404, -1.94024], [-1.64959, -1.52032, 0.06282], [0.47703, -1.49508, -0.96636], [0.09836, -0.34120, 0.92677], [1.65775, 1.05893, -4.40611], [2.43235, 1.75581, -3.85628], [0.77552, 0.36192, -3.80030], [1.58628, 0.87022, -5.70058], [0.68886, 0.55622, -2.81296], [0.27826, -0.39207, -4.25233], [1.10451, 0.05289, -6.04694], [2.17934, 1.47080, -6.25527], [-3.40370, -3.05070, -3.46360], [-4.09144, -4.10719, -3.54205], [-3.73067, -1.95282, -4.04776], [-2.39070, -2.86938, -2.68208], [-3.09396, -1.16962, -4.08378], [-4.61237, -1.73869, -4.49145], [-1.84219, -3.68423, -2.44704], [-2.02024, -1.93793, -2.55852], [-4.84267, 0.70617, 2.56432], [-5.53494, 0.98692, 3.51773], [-5.30798, 0.93973, 1.31849], [-3.62258, 0.19504, 2.50267], [-6.17334, 1.45986, 1.29139], [-4.64102, 1.08754, 0.57457], [-3.34043, -0.09177, 1.57626], [-2.95851, 0.13074, 3.26095], [1.29474, 3.60173, 0.68513], [1.71707, 4.68970, 0.81063], [1.90132, 2.59765, 0.21049], [0.05857, 3.27808, 0.87790], [2.89866, 2.63862, 0.05639], [1.31406, 1.79583, 0.03076], [-0.48113, 4.01511, 1.30872], [-0.28519, 2.34287, 0.71264], [0.92634, -4.34380, 1.29335], [1.22626, -5.48347, 1.46571], [1.28250, -3.34157, 2.02741], [0.09320, -3.91452, 0.43205], [1.20421, -2.41024, 1.64452], [1.93479, -3.48086, 2.78584], [0.07542, -2.93821, 0.17396], [-0.19233, -4.54384, -0.30451], [3.94324, -2.73000, -1.82124], [4.18021, -1.72772, -2.37457], [2.77791, -2.97672, -1.37546], [4.80265, -3.67484, -1.71709], [2.55214, -3.88855, -1.00439], [2.10560, -2.22589, -1.44137], [4.70075, -4.47956, -1.11530], [5.68272, -3.46227, -2.16474], [-2.06291, 3.52774, -1.53023], [-3.09556, 2.69149, -2.36959], [-2.50199, 2.03675, -3.60796], [-3.66362, 1.78018, -1.49884], [-2.30982, 3.87725, -0.52774], [-1.95326, 4.48894, -2.03240], [-1.05298, 3.13858, -1.65937], [-3.97492, 3.28936, -2.60910], [-3.35960, 1.53450, -4.05558], [-1.79148, 1.25115, -3.35086], [-2.02170, 2.76756, -4.25861], [-2.94688, 1.24348, -1.15268], [3.18947, 0.63341, 2.89422], [4.51835, 0.14117, 2.19115], [4.10292, -0.75935, 1.04026], [5.10911, 1.35779, 1.74984], [3.48509, 1.42772, 3.57962], [2.62703, -0.12787, 3.43478], [2.42506, 0.86577, 2.15274], [5.13647, -0.38553, 2.91821], [3.18018, -1.30154, 1.24689], [4.89208, -1.41576, 0.67358], [3.76677, -0.15919, 0.19474], [5.57983, 1.12338, 0.94667], [-1.34551, 1.97571, 4.55511], [-0.79573, 0.57550, 4.25299], [0.48433, 0.30257, 5.10481], [-1.74735, -0.28510, 4.65404], [-2.41768, 2.10644, 4.70160], [-1.14851, 2.64093, 3.71441], [-0.93644, 2.35246, 5.49256], [-0.58130, 0.46494, 3.19003], [0.86751, -0.62506, 4.67961], [0.18069, 0.26867, 6.15112], [1.12929, 1.16869, 4.95660], [-1.45459, -1.15846, 4.38364]],
  "mol_weight_da": 685.59,
  "spin_multiplicity": 2,
  "charge": 0,
  "e_homo_ev": [-9.226, -9.225],
  "orbital_gap_ev": [8.4, 2.2]
}

2.
{
  "formula": "C34H28CsF6N9O7S5",
  "method": "ωB97M-V with the def2-TZVPD basis set",
  "elements": ["Cs", "O", "C", "N", "C", "C", "C", "C", "C", "C", "N", "C", "O", "C", "C", "C", "C", "C", "N", "C", "C", "C", "C", "C", "N", "H", "H", "H", "H", "H", "H", "H", "H", "H", "H", "H", "H", "N", "C", "N", "C", "C", "S", "C", "C", "S", "C", "N", "N", "H", "H", "H", "H", "H", "H", "F", "C", "F", "F", "S", "O", "O", "N", "S", "O", "O", "C", "F", "F", "F", "C", "C", "C", "C", "C", "C", "C", "S", "C", "O", "H", "H", "H", "H", "H", "H", "H", "H", "H", "H"],
  "coordinates": [[-0.18222, -0.30317, -0.31568], [1.40626, 3.29480, -3.64958], [1.23970, 3.00762, -2.47319], [0.06066, 2.97332, -1.81518], [-1.13593, 3.49569, -2.40166], [-1.08358, 4.78150, -2.93394], [-2.19924, 5.36740, -3.49950], [-3.38792, 4.64458, -3.51601], [-3.44346, 3.37129, -2.98838], [-2.31938, 2.73961, -2.41393], [-2.42939, 1.50115, -1.76402], [-3.20950, 0.60981, -2.38785], [-3.56713, 0.56267, -3.57764], [-3.84770, -0.44193, -1.48404], [-5.19545, -0.73162, -1.70084], [-5.83904, -1.61501, -0.85338], [-5.11847, -2.21192, 0.17222], [-3.77853, -1.89704, 0.28894], [-3.15423, -1.03109, -0.51303], [2.44997, 2.68576, -1.62573], [3.20478, 3.74910, -1.14355], [4.34277, 3.48148, -0.40750], [4.70452, 2.15685, -0.20904], [3.89070, 1.16933, -0.73327], [2.77147, 1.41317, -1.41878], [-0.13876, 5.30926, -2.91055], [-2.14483, 6.36555, -3.91686], [-4.28205, 5.08004, -3.94978], [-4.37330, 2.82086, -3.02100], [-5.69454, -0.25090, -2.52996], [-6.89257, -1.83307, -0.98688], [-5.57598, -2.90003, 0.87111], [-3.17083, -2.34185, 1.06790], [2.87481, 4.76316, -1.33070], [4.93234, 4.28656, 0.01316], [5.57878, 1.88655, 0.36785], [4.11345, 0.12422, -0.56239], [3.42514, -3.27100, 0.62866], [3.44458, -2.28360, 1.58842], [3.05755, -1.06462, 1.37831], [3.25581, -0.28153, 2.49848], [3.78931, -0.91986, 3.57232], [4.07745, -2.57710, 3.17695], [2.88225, 1.14446, 2.47283], [3.50376, 2.10603, 3.19966], [2.74525, 3.63793, 2.87183], [1.57940, 2.82725, 1.74476], [1.84336, 1.51908, 1.67825], [0.59235, 3.41704, 1.12015], [2.88856, -2.96997, -0.17693], [3.08222, -4.16328, 0.95890], [3.95994, -0.52634, 4.55973], [4.38234, 1.99942, 3.81436], [0.59738, 4.41417, 1.30901], [0.10498, 2.91366, -0.78902], [-1.35597, -5.69761, 2.97023], [-1.51127, -4.37260, 3.05014], [-1.29245, -3.99605, 4.31545], [-2.77164, -4.07488, 2.72594], [-0.29951, -3.49980, 1.96954], [-0.65058, -2.11154, 2.05551], [0.98100, -3.92509, 2.46732], [-0.70404, -4.13623, 0.59032], [0.26582, -4.21667, -0.63702], [0.80808, -2.94837, -1.07558], [1.18559, -5.32202, -0.60830], [-1.00490, -4.64993, -1.89894], [-1.90860, -3.68587, -2.01841], [-0.38457, -4.81859, -3.07481], [-1.62270, -5.79238, -1.57856], [0.12742, -1.13820, 6.19074], [-0.71289, -0.46747, 5.13509], [-0.12986, 0.38898, 4.20463], [-0.88297, 0.93506, 3.17680], [-2.23827, 0.63690, 3.08780], [-2.84343, -0.19975, 4.01050], [-2.07479, -0.74067, 5.03130], [-3.13248, 1.12764, 1.62308], [-2.86064, 2.90775, 1.72192], [-4.58537, 0.90262, 1.89899], [1.07997, -0.62272, 6.31837], [0.35037, -2.16985, 5.90542], [-0.38066, -1.16435, 7.15727], [0.93112, 0.60949, 4.25681], [-0.41073, 1.56798, 2.43232], [-3.89801, -0.42339, 3.90451], [-2.53619, -1.41272, 5.74867], [-3.27559, 3.27224, 2.66125], [-3.39797, 3.32244, 0.86929], [-1.79408, 3.12201, 1.62786]],
  "mol_weight_da": 1081.88,
  "charge": -2,
  "e_homo_ev": -2.358,
  "orbital_gap_ev": 6.0
}

3.
{
  "formula": "C5H11CrO4",
  "method": "ωB97M-V with the def2-TZVPD basis set",
  "elements": ["O", "C", "C", "O", "C", "C", "O", "C", "Cr", "H", "H", "H", "H", "H", "H", "H", "H", "H", "O", "H", "H"],
  "coordinates": [[2.13644, -0.01385, -1.01532], [2.23172, -0.34611, 0.26448], [1.26857, -1.50336, 0.51492], [0.05184, -1.12518, -0.09687], [-1.23861, -1.60312, 0.23573], [-2.07802, -0.36937, 0.50172], [-2.07430, 0.57345, -0.55588], [-1.47189, 1.84755, -0.34405], [0.21253, 0.47169, -1.36897], [3.24621, -0.59599, 0.62128], [1.17162, -1.68334, 1.59704], [1.59179, -2.41036, -0.02327], [-1.22893, -2.22628, 1.14196], [-1.62538, -2.24030, -0.57229], [-1.59696, 0.12942, 1.36150], [-3.10988, -0.67225, 0.72255], [-1.90603, 2.59589, -1.02145], [-1.75998, 2.18181, 0.66517], [0.36666, 1.88222, 0.11782], [0.67397, 2.79201, 0.04221], [1.59076, 0.99163, 0.81860]],
  "mol_weight_da": 187.14,
  "spin_multiplicity": 5,
  "charge": 1,
  "e_homo_ev": [-11.670, -11.747],
  "orbital_gap_ev": [6.9, 6.7]
}

4.
{
  "formula": "C8H17NOS",
  "method": "ωB97M-V with the def2-TZVPD basis set",
  "elements": ["C", "C", "C", "C", "C", "S", "N", "O", "C", "C", "C", "H", "H", "H", "H", "H", "H", "H", "H", "H", "H", "H", "H", "H", "H", "H", "H", "H"],
  "coordinates": [[1.53013, 1.83680, 0.68915], [1.80080, 0.48617, -0.09344], [3.00596, -0.25589, 0.46732], [0.46516, -0.35716, 0.10473], [0.26779, -1.27545, -1.11624], [-1.28925, 1.00072, -0.30390], [-1.14403, 1.42639, -1.81783], [-1.67682, 1.89371, 0.77080], [-2.56873, -0.34175, -0.29710], [-2.78537, -1.25225, 0.90782], [-3.75562, -0.19889, 0.67156], [0.91306, 1.45843, 1.44686], [2.44448, 2.41133, 1.01927], [0.94622, 2.60147, 0.08784], [1.85655, 0.74945, -1.21818], [3.02526, -1.29986, 0.15144], [2.92330, -0.22673, 1.56761], [3.91990, 0.30600, 0.40775], [0.20443, -0.75199, 1.02852], [-0.09756, -0.62603, -1.88407], [1.18048, -1.72070, -1.36600], [-0.49691, -1.96007, -1.00113], [-0.75235, 2.31543, -1.90059], [-2.96060, -0.62574, -1.34705], [-2.12300, -0.97998, 1.70064], [-2.90088, -2.34633, 1.00422], [-4.68011, -0.34750, 0.14090], [-3.60542, 0.70299, 1.22100]],
  "smiles": "CC(C)[C@H](C)[S@](=N)(=O)C1CC1",
  "mol_weight_da": 175.30,
  "charge": 0,
  "e_homo_ev": -8.611,
  "orbital_gap_ev": 9.4
}

5.
{
  "formula": "C24H46Cl3N6O2",
  "method": "ωB97M-V with the def2-TZVPD basis set",
  "elements": ["C", "C", "Cl", "C", "Cl", "N", "C", "N", "C", "N", "C", "N", "Cl", "H", "H", "H", "H", "H", "H", "H", "H", "H", "H", "C", "C", "C", "C", "C", "C", "N", "O", "C", "C", "C", "H", "H", "H", "H", "H", "H", "H", "H", "H", "H", "H", "H", "H", "H", "H", "H", "H", "H", "C", "C", "C", "C", "C", "C", "N", "O", "C", "C", "C", "H", "H", "H", "H", "H", "H", "H", "H", "H", "H", "H", "H", "H", "H", "H", "H", "H", "H"],
  "coordinates": [[-4.79542, -2.02374, 0.59542], [-5.43116, -1.07220, -0.56210], [-5.09457, 0.68034, -0.14039], [-4.63179, -1.49719, -1.93257], [-4.98570, -0.15009, -3.15021], [-5.24716, -2.75925, -2.38318], [-4.72387, -3.72443, -3.14805], [-5.36384, -4.96550, -3.52703], [-4.40444, -5.71088, -4.31709], [-3.24133, -4.88356, -4.40725], [-2.01494, -5.32350, -5.14058], [-3.42423, -3.71854, -3.74518], [-2.12346, -2.62256, -3.80204], [-4.62004, -1.36403, 1.50708], [-3.77824, -2.44552, 0.30124], [-5.46147, -2.92695, 0.81706], [-6.54290, -1.31993, -0.65261], [-3.54055, -1.56257, -1.63694], [-6.21791, -2.92422, -2.06325], [-4.54200, -6.73665, -4.77508], [-2.16556, -6.28599, -5.72408], [-1.23796, -5.56712, -4.32613], [-1.54742, -4.51613, -5.78371], [1.53820, 3.49140, -2.10411], [0.85785, 2.46146, -3.04636], [-0.51737, 2.98954, -3.51437], [-1.58477, 2.94784, -2.42386], [-1.68571, 1.55136, -1.82224], [-0.33010, 1.01937, -1.32122], [0.74501, 1.14139, -2.35065], [0.51599, 0.19573, -3.29407], [0.07273, 1.77605, -0.03256], [-0.51972, -0.43353, -0.83026], [1.79533, 2.40690, -4.27793], [2.34131, 4.04052, -2.60313], [0.84091, 4.23948, -1.72407], [2.02518, 3.00899, -1.25252], [-0.86984, 2.40122, -4.36964], [-0.41684, 4.01687, -3.87973], [-1.36526, 3.68536, -1.64693], [-2.55169, 3.23687, -2.84828], [-2.40779, 1.56575, -1.00098], [-2.09972, 0.87141, -2.57593], [1.06783, 1.47262, 0.30158], [-0.62242, 1.55789, 0.78137], [0.06349, 2.85943, -0.14262], [-0.91960, -1.09163, -1.60178], [-1.22892, -0.47365, -0.00071], [0.42636, -0.85342, -0.47530], [2.78699, 2.03831, -3.99875], [1.92159, 3.40586, -4.70388], [1.40913, 1.77705, -5.08302], [3.14770, -1.53862, 4.49581], [3.27968, -0.50006, 3.34888], [4.73084, 0.02965, 3.27100], [5.08690, 0.98639, 4.40631], [4.07254, 2.12017, 4.49464], [2.62017, 1.61218, 4.60236], [2.28794, 0.60223, 3.55202], [2.15995, 1.26200, 2.37740], [2.39683, 1.01432, 6.01300], [1.66180, 2.82626, 4.57344], [2.99944, -1.32234, 2.06658], [3.10228, -2.56504, 4.12105], [3.98332, -1.50120, 5.19611], [2.21925, -1.41196, 5.05880], [4.88779, 0.54638, 2.31717], [5.43397, -0.81010, 3.27493], [5.14296, 0.44595, 5.35557], [6.08597, 1.39958, 4.23594], [4.31406, 2.75079, 5.35648], [4.18085, 2.75970, 3.61239], [1.39921, 0.57341, 6.09487], [2.47351, 1.78849, 6.77945], [3.13004, 0.25700, 6.28690], [1.77545, 3.43041, 3.66995], [1.85346, 3.49281, 5.41593], [0.61845, 2.50242, 4.63923], [1.98053, -1.72260, 2.07328], [3.68732, -2.16972, 2.00044], [3.13557, -0.74471, 1.14874]],
  "mol_weight_da": 557.03,
  "spin_multiplicity": 3,
  "charge": 1,
  "e_homo_ev": [-10.433, -11.121],
  "orbital_gap_ev": [6.8, 7.5]
}

6.
{
  "formula": "C2H8N2S",
  "method": "ωB97M-V with the def2-TZVPD basis set",
  "elements": ["H", "N", "C", "N", "H", "H", "H", "C", "S", "H", "H", "H", "H"],
  "coordinates": [[1.16822, -0.82615, -0.20922], [0.23461, -0.85988, 0.20898], [-0.43665, -1.81198, -0.31911], [0.00494, -2.69710, -1.27476], [-1.45587, -2.00276, 0.01176], [0.76394, -2.35808, -1.83185], [0.07643, -3.65049, -0.94998], [0.13624, 2.88978, 0.71298], [-1.18460, 1.61725, 0.92782], [-0.15460, 3.75982, 1.28610], [1.08794, 2.48347, 1.04148], [0.14016, 3.16868, -0.33513], [-0.38076, 0.28743, 0.73092]],
  "smiles": "[H]/N=C\\N.CS",
  "mol_weight_da": 92.17,
  "charge": 0,
  "e_homo_ev": -7.375,
  "orbital_gap_ev": 8.0
}